# 1
ORCA calculation (ωB97M-V/def2-TZVPD) on an isolated ion of composition C5H9BN and charge +1.

Cartesian coordinates (Å):
B 1.800 -0.521 0.130
C 0.695 -1.438 0.043
C -2.365 0.001 0.957
C -2.686 0.215 -0.445
C 2.891 0.506 0.133
C -0.674 -1.193 -0.049
N -1.270 0.084 -0.084
H -3.124 -0.594 -1.018
H -2.913 1.208 -0.830
H 3.429 0.574 -0.814
H 3.643 0.364 0.916
H 2.465 1.497 0.316
H -2.310 0.770 1.709
H -1.381 -2.002 -0.161
H 0.949 -2.494 0.068
H -0.655 0.881 -0.247

Forces on atoms 1 to 6 (eV/Å):
B -0.37 0.16 -0.18
C -0.55 0.38 0.39
C -0.07 -0.92 0.39
C -0.75 0.07 0.41
C 0.33 -0.08 0.12
C -0.02 0.42 0.21

Summary:
Kohn-Sham gap (alpha / beta) = 6.59 / 6.59 eV
charge = +1
E_HOMO (alpha / beta) = -0.436 / -0.437 Eh

Mulliken atomic charge list, values in e, 8 entries: B 0.03; C -0.47; C -0.46; C -0.17; C -0.67; C 0.11; N -0.03; H 0.18



# 2
ORCA calculation (ωB97M-V/def2-TZVPD) on one molecule with the formula C7H11NO2S.

Cartesian coordinates (Å):
C -3.185 0.789 -0.396
C -2.275 1.366 0.461
C -2.831 -0.541 -0.673
C -1.103 0.344 0.563
C -1.594 -0.837 -0.120
C 2.644 0.602 0.580
C 1.415 -0.621 -1.131
N 1.550 0.607 -0.450
O 0.415 2.436 0.837
O -0.467 1.845 -1.409
S 0.136 1.465 -0.175
H -4.022 1.224 -0.784
H -2.325 2.403 0.893
H -3.236 -1.326 -1.200
H -0.817 0.137 1.586
H -1.083 -1.748 -0.113
H 3.649 0.692 0.103
H 2.256 1.556 1.100
H 2.498 -0.271 1.153
H 0.392 -0.873 -1.609
H 2.216 -0.697 -1.880
H 1.655 -1.465 -0.409

Forces on atoms 1 to 6 (eV/Å):
C 2.01 0.94 2.35
C -1.20 -0.61 -0.55
C 4.29 -1.39 1.43
C -0.72 2.19 1.18
C -2.27 1.46 -1.27
C -2.17 3.35 -1.09

Summary:
Kohn-Sham gap = 9.03 eV
structure (SMILES) = CN(C)S(=O)(=O)C1C=CC=C1
E_HOMO = -0.314 Eh

Mulliken atomic charge list, values in e, 8 entries: C -0.66; C -0.86; C -0.43; C 0.20; C -0.93; C -0.86; C -0.90; N -0.07



Per-record energy relative to the best compared isomer or geometry (same formula, charge and spin), kcal/mol: 20.8, 56.4
Per-record energy, eV: -7485.20920, -23854.47010